{"formula": "C5H10N3O3S", "method": "ωB97M-V with the def2-TZVPD basis set", "relative_energy_ev": 1.516, "smiles": "NC(N)=C/C=C/C(=[NH2+])S(=O)(=O)O", "multiplicity": 1, "e_homo_ha": -0.4540, "total_charge": 1, "orbital_gap_ev": 8.437, "energy_ha": -984.39100, "elements": ["N", "C", "N", "C", "C", "C", "C", "N", "S", "O", "O", "O", "H", "H", "H", "H", "H", "H", "H", "H", "H", "H"], "coordinates": [[0.6963, 1.1215, -1.2776], [1.3800, 0.0111, -1.2943], [2.0491, -0.3933, -2.3741], [1.4957, -0.8647, -0.1277], [0.3962, -1.1072, 0.6516], [-0.8541, -0.4433, 0.4290], [-1.3634, 0.3410, 1.4818], [-0.7027, 0.5753, 2.6753], [-2.2721, 1.7530, 0.8213], [-2.4932, 2.6401, 1.8727], [-1.5809, 2.1444, -0.3795], [-3.6123, 1.0605, 0.2516], [-0.0327, 1.3144, -0.4947], [0.6062, 1.8254, -2.0459], [2.4868, -1.2514, -2.2941], [1.5183, -0.1327, -3.2480], [2.4036, -1.4051, 0.0537], [0.5105, -1.9444, 1.4942], [-1.3650, -0.5465, -0.4711], [-0.3165, -0.1901, 3.3574], [-1.2050, 1.3324, 3.0695], [-4.4236, 0.9606, 0.7936]], "forces_ev_per_a": [[-1.771, 1.282, 0.758], [0.709, -0.034, 0.319], [-2.512, 2.806, -1.617], [-2.274, -0.209, 1.453], [2.392, -2.276, 0.657], [-1.133, 0.997, 4.201], [2.690, -1.430, -2.732], [-0.104, -1.699, 0.424], [-0.954, -2.549, -1.637], [-0.605, 1.482, 1.534], [-0.599, 0.212, 0.644], [0.540, 0.449, 0.037], [1.703, -0.285, -1.603], [0.399, -1.310, 0.676], [0.937, -1.934, -0.330], [1.654, -0.634, 0.921], [0.378, -0.097, -0.210], [-0.212, 2.053, -1.743], [-0.794, 0.116, -1.437], [-1.317, 1.926, -2.123], [0.040, 0.754, 1.590], [0.834, 0.383, 0.215]]}